C10H12N2O in the gas phase at a distorted geometry. Source: the OMol25 dataset; level of theory: wB97M-V/def2-TZVPD.

The geometry in XYZ format:
```
25
Properties=species:S:1:pos:R:3:forces:R:3
C -4.050844 0.626216 -0.188210 -0.014 0.023 0.028
C -3.785355 -0.039943 0.999255 -0.235 0.023 -0.018
C -3.021009 0.882176 -1.078195 -0.049 -0.014 -0.125
C -2.501762 -0.447283 1.296111 0.204 -0.014 -0.102
C -1.737729 0.452382 -0.801611 0.141 -0.071 0.103
C -1.462065 -0.228915 0.387639 -0.628 0.277 -0.194
C 2.040521 0.464448 0.310317 0.975 -0.253 -0.247
C 2.063603 -1.026450 0.147952 -0.430 0.036 0.130
C 0.606196 -1.422079 -0.124990 0.159 -0.261 -0.390
C 3.277451 1.298579 0.167192 -0.341 0.092 0.070
N -0.195638 -0.639761 0.760804 1.882 1.741 0.439
N 0.911678 0.957185 0.597115 -2.236 -1.887 0.148
O 0.373661 2.024742 0.786870 0.251 0.191 0.062
H -5.053432 0.959282 -0.412486 -0.078 0.023 -0.004
H -4.586010 -0.232094 1.699618 -0.037 -0.007 0.042
H -3.214169 1.422008 -1.994231 -0.039 0.036 -0.047
H -2.281150 -0.957830 2.221619 0.076 -0.003 0.070
H -0.938267 0.675954 -1.494937 0.082 -0.005 0.002
H 2.727261 -1.332569 -0.660587 0.004 0.024 0.004
H 2.412176 -1.489688 1.074919 0.069 -0.031 -0.009
H 0.361128 -1.272649 -1.190209 0.050 0.011 0.129
H 0.449300 -2.479608 0.116651 0.054 0.043 -0.095
H 3.722982 1.151414 -0.815811 0.037 -0.021 -0.040
H 4.008945 1.007755 0.920423 0.077 -0.007 0.028
H 3.035445 2.350704 0.294132 0.028 0.054 0.016
```
Positions in Å, forces in eV/Å.

* energy above the lowest of the compared OMol25 structures with the same formula, charge and spin: 98.12 kcal/mol
* molar mass: 176.219 g/mol
* HOMO energy: -8.463 eV
* Kohn-Sham gap: 8.667 eV
* DFT total energy: -15588.855 eV

2 unconnected molecules or ions with the total composition C2H11N2 at a distorted geometry. Source: the OMol25 dataset; level of theory: wB97M-V/def2-TZVPD.

The geometry in XYZ format:
```
15
Properties=species:S:1:pos:R:3:forces:R:3
N 2.254321 0.757719 1.507401 -1.855 2.350 -0.649
H 2.372395 0.661440 2.502138 -0.044 0.005 0.376
H 3.130911 0.621705 1.107751 2.071 -1.072 -0.740
H -0.218912 -1.710405 -0.249142 1.815 2.279 -1.087
H 2.202500 1.801241 1.305438 -0.542 -1.504 0.738
C -1.976952 -0.216507 -0.173955 -4.972 1.213 0.598
C -0.876343 0.047132 -1.146126 1.715 0.054 -0.612
N 0.278485 -0.767007 -0.588139 -1.351 -1.221 3.384
H -2.802547 0.471113 -0.677267 1.059 -1.328 1.633
H -2.507386 -1.246207 -0.143530 1.392 1.262 -0.804
H -1.986134 0.006635 0.991701 0.952 0.264 -2.615
H -1.049727 -0.266819 -2.220505 -0.211 -0.259 1.458
H -0.516315 1.106790 -1.320975 -0.575 -1.019 0.987
H 0.698762 -0.311983 0.356699 -0.387 -0.718 -2.228
H 0.996944 -0.954847 -1.251490 0.933 -0.303 -0.441
```
Positions in Å, forces in eV/Å.

* energy above the lowest of the compared OMol25 structures with the same formula, charge and spin: 38.02 kcal/mol
* molar mass: 63.124 g/mol
* HOMO energy: -15.094 eV
* charge: +1
* Kohn-Sham gap: 11.737 eV
* DFT total energy: -5225.297 eV

2 unconnected molecules or ions with the total composition C5H6NO at a distorted geometry. Source: the OMol25 dataset; level of theory: wB97M-V/def2-TZVPD.

The geometry in XYZ format:
```
13
Properties=species:S:1:pos:R:3:forces:R:3
C -0.780507 0.079061 3.010758 -0.640 -0.414 2.183
C -0.745297 0.258605 1.843917 0.295 0.711 -1.657
C 1.818121 0.099198 -0.894289 -0.320 1.652 -1.272
C 1.287121 -1.723342 0.458600 -1.030 0.759 -0.829
C -0.524297 -0.745843 -0.538285 -1.784 1.909 -0.032
N 0.943437 -0.750463 -0.363634 0.172 -4.116 2.557
O 1.377685 -2.616511 1.154581 0.436 0.398 -0.228
H -1.052929 -0.062848 4.032993 0.333 0.008 0.119
H 1.314098 0.901440 -1.364394 0.102 0.771 -0.592
H 2.833005 0.089575 -0.663554 1.372 -0.196 0.347
H -0.920630 -1.366305 -1.395372 0.823 0.763 0.818
H -0.768885 0.411895 -0.642455 0.145 -2.582 0.020
H -0.940561 -1.110241 0.458345 0.096 0.340 -1.434
```
Positions in Å, forces in eV/Å.

* energy above the lowest of the compared OMol25 structures with the same formula, charge and spin: 221.63 kcal/mol
* molar mass: 96.109 g/mol
* HOMO energy (alpha / beta): -15.225 / -13.397 eV
* charge: +1
* Kohn-Sham gap (alpha / beta): 9.775 / 6.514 eV
* DFT total energy: -8803.340 eV

A molecular structure, CF4 at a distorted geometry. Source: the OMol25 dataset; level of theory: wB97M-V/def2-TZVPD.

The geometry in XYZ format:
```
5
Properties=species:S:1:pos:R:3:forces:R:3
C -0.004816 0.046752 0.146614 0.066 -1.423 -5.271
F 0.151128 1.284868 -0.189239 0.054 0.188 0.458
F 0.945191 -0.424298 0.861280 0.140 -0.235 0.144
F -1.186494 -0.219912 0.573980 -0.033 -0.175 0.199
F 0.094991 -0.687409 -1.392635 -0.228 1.644 4.471
```
Positions in Å, forces in eV/Å.

* energy above the lowest of the compared OMol25 structures with the same formula, charge and spin: 32.43 kcal/mol
* molar mass: 88.003 g/mol
* HOMO energy: -13.444 eV
* Kohn-Sham gap: 14.156 eV
* DFT total energy: -11906.163 eV

A molecular structure, C31H80HfN4O15S at a distorted geometry. Source: the OMol25 dataset; level of theory: wB97M-V/def2-TZVPD.

The geometry in XYZ format:
```
132
Properties=species:S:1:pos:R:3:forces:R:3
Hf 4.862815 -22.414243 -0.741654 -5.449 -3.201 1.547
S 2.486685 -23.347943 0.099400 -1.637 0.139 0.321
O 1.236170 -23.907603 0.537265 1.887 1.260 -0.586
O 3.697640 -23.492032 0.858994 4.215 -2.272 4.851
O 3.068523 -23.744561 -1.161212 0.954 -3.187 -5.629
O 2.652010 -21.932273 -0.133839 -1.276 6.126 0.209
C 7.257103 -24.971554 -0.654293 -0.256 -1.520 0.993
O 5.936428 -24.621202 -0.107615 1.807 4.605 -2.450
H 7.100601 -25.915769 -1.175906 0.213 0.265 -0.553
H 7.814223 -24.231500 -1.228767 -0.916 0.422 -0.323
H 7.958184 -25.222315 0.141766 -0.323 0.134 0.460
H 5.627509 -25.372922 0.403359 -0.590 -1.907 1.709
C 5.895882 -24.465256 -3.792669 1.438 -0.026 -1.224
O 5.071912 -23.987882 -2.728336 1.112 1.121 0.556
H 5.488603 -24.140258 -4.750062 -0.101 -0.031 0.067
H 6.932193 -24.127581 -3.781068 -0.150 0.436 0.572
H 5.969110 -25.552783 -3.796363 -0.371 -0.009 0.252
H 4.288463 -24.485513 -2.973623 -1.668 -0.285 0.483
C -0.299665 -26.750590 -0.093640 1.020 -0.898 0.437
O 1.066901 -26.336486 -0.374857 -1.097 -0.308 -0.504
H -0.314413 -27.812780 -0.337852 -0.133 0.019 0.139
H -0.471912 -26.629824 0.975864 -0.189 -0.105 -0.026
H -1.127412 -26.294144 -0.636396 0.436 0.517 -0.339
H 1.119601 -25.413489 -0.116201 -0.142 -0.311 -0.055
C -1.748432 -24.247646 1.860145 0.216 -0.184 0.108
O -0.641862 -23.498170 2.433594 -1.504 -0.249 -0.482
H -1.711372 -24.310136 0.772562 0.564 -0.105 -0.151
H -1.758838 -25.250717 2.286572 0.018 -0.094 -0.104
H -2.757381 -23.857795 1.994867 0.334 0.723 0.789
H 0.085047 -23.658096 1.827282 -0.081 0.132 0.295
C 2.380799 -26.494170 -3.458493 -1.056 1.027 0.538
O 3.132950 -25.517263 -4.181519 1.341 -0.384 1.496
C 3.272588 -25.729347 -5.548707 -0.349 -0.426 -1.588
C 4.062890 -26.986256 -6.029720 0.975 1.133 1.344
N 4.031506 -27.131755 -7.454788 -0.150 -0.447 -0.170
C 2.866270 -27.913173 -7.804585 -0.869 -0.027 -1.819
C 2.774377 -28.233061 -9.370719 0.592 -0.693 0.951
O 3.819159 -29.169798 -9.772550 -0.577 2.005 1.600
C 3.613769 -29.706096 -11.031113 0.319 -1.383 -0.681
H 2.642167 -27.549454 -3.537094 0.485 0.230 -0.307
H 1.332584 -26.366743 -3.728895 -0.189 -0.289 -0.288
H 2.404945 -26.158509 -2.421746 0.215 -0.345 0.041
H 3.815037 -24.884311 -5.972680 -0.058 0.160 0.110
H 2.260291 -25.661688 -5.947187 -0.102 -0.368 -0.524
H 3.862507 -27.887963 -5.451037 -0.723 -0.318 -0.044
H 5.091181 -26.778071 -5.734140 0.315 0.136 -0.060
H 4.819996 -27.685556 -7.757599 0.413 0.181 -0.024
H 2.005793 -27.347587 -7.447083 -0.370 0.237 -0.687
H 2.776022 -28.799308 -7.176333 0.337 -0.736 -0.367
H 2.856997 -27.354866 -10.011066 0.186 0.411 0.360
H 1.806362 -28.665224 -9.624262 -0.208 -0.227 0.332
H 3.302261 -29.069305 -11.859100 -0.213 0.675 0.356
H 2.904527 -30.527830 -10.931982 -0.224 -0.150 -0.334
H 4.571008 -30.120701 -11.347166 -0.016 -0.151 0.030
C 5.406868 -28.841538 -2.402315 0.696 0.213 1.098
O 5.340542 -28.576045 -0.976259 -0.422 -0.657 0.598
C 4.295605 -27.737590 -0.513223 -0.635 2.031 -1.186
C 4.147112 -27.315217 0.962895 1.521 -1.885 -0.902
N 5.375448 -26.738932 1.493364 -0.698 0.673 -1.484
C 5.040767 -26.088027 2.732109 2.575 0.750 0.987
C 6.392465 -25.901115 3.510987 -1.671 -0.098 -0.212
O 7.359576 -25.122008 2.803268 -1.347 -0.589 0.511
C 8.608487 -25.190706 3.460779 0.415 -0.352 -0.804
H 4.454650 -28.933162 -2.924793 -0.149 -0.191 0.385
H 6.026147 -29.735723 -2.473094 -0.469 -0.210 -0.091
H 6.008939 -28.087006 -2.908591 -0.125 0.553 0.009
H 3.282595 -27.988875 -0.827489 -0.001 -0.790 -0.212
H 4.468093 -26.791511 -1.026317 -0.094 0.648 -0.328
H 3.951889 -28.227200 1.527054 -0.715 0.084 0.364
H 3.378636 -26.549613 1.069697 -0.343 -0.462 -0.338
H 6.080985 -27.460636 1.531426 0.222 0.051 0.436
H 4.380773 -26.701954 3.344975 -0.124 0.097 0.218
H 4.590047 -25.121670 2.506032 -0.276 -0.069 0.072
H 6.649892 -26.944821 3.691316 1.024 -0.085 -0.059
H 6.204937 -25.482787 4.499888 -0.008 0.274 0.102
H 8.581839 -24.946793 4.522805 -0.152 0.326 -0.019
H 9.246446 -24.530514 2.873196 0.246 0.052 0.458
H 8.980233 -26.210600 3.362229 0.269 -0.100 0.126
C 2.653153 -21.854192 -3.466291 0.159 -1.000 -0.588
O 3.508373 -21.313002 -2.442331 1.171 0.124 0.274
C 3.155627 -19.952132 -2.188602 1.484 1.993 1.230
C 4.425033 -19.180388 -1.675368 -1.865 -0.799 -3.583
N 5.016178 -19.935932 -0.600106 0.187 1.016 0.935
C 4.353818 -19.459427 0.611641 -0.831 -0.933 3.377
C 4.990175 -20.070391 1.881828 -0.123 -0.229 -0.608
O 5.116012 -21.512496 1.695514 0.122 0.411 -0.600
C 5.495427 -22.188782 2.927423 0.691 -0.844 0.220
H 1.610429 -21.938799 -3.160204 0.016 0.627 0.209
H 2.933585 -22.884412 -3.685592 0.354 0.181 0.071
H 2.830938 -21.227307 -4.340074 -0.456 -0.141 -0.074
H 2.467275 -19.874583 -1.347019 -0.552 -0.379 -0.314
H 2.756610 -19.409593 -3.045648 -0.073 -0.547 -0.178
H 4.178443 -18.143545 -1.446792 -0.380 -0.146 0.636
H 5.223961 -19.038955 -2.403249 -0.278 -0.469 -0.707
H 5.761960 -19.255437 -0.571656 2.096 -1.293 0.582
H 3.296509 -19.702863 0.716191 -0.032 -0.403 -0.790
H 4.356863 -18.374080 0.712214 0.453 0.090 -0.247
H 4.305330 -19.866770 2.705002 0.128 -0.111 0.143
H 5.982602 -19.688989 2.122071 0.040 0.171 -0.057
H 5.898119 -23.176799 2.704346 -0.034 0.112 -0.477
H 4.710227 -22.366700 3.662202 -0.619 0.530 -0.506
H 6.297998 -21.664461 3.446134 0.006 0.397 -0.289
C 0.263236 -17.310483 -2.878713 -0.494 0.520 1.486
C -0.847967 -18.306993 -2.283094 0.473 0.100 -1.455
C -0.653776 -19.573541 -3.120972 -0.936 -1.170 -0.491
C -1.341182 -20.840776 -2.583804 0.372 1.199 -0.202
C -0.931262 -21.061283 -1.149783 -0.979 -0.460 -0.061
C -1.195435 -19.842025 -0.259665 0.077 0.507 1.525
N -0.596705 -18.637612 -0.874030 1.200 0.079 -0.476
O -0.774652 -17.503238 -0.058197 0.487 -0.301 -0.056
C -2.687360 -19.681305 0.038739 -0.781 -0.572 -0.130
C -0.491387 -20.046461 1.129449 0.713 -0.289 -0.613
C -2.267577 -17.725453 -2.524523 0.223 0.524 -0.184
H 1.263332 -17.743645 -2.862117 -0.107 -0.422 -0.166
H 0.395186 -16.406117 -2.284731 -0.343 -0.049 0.557
H 0.069218 -16.857337 -3.850884 -0.375 -0.794 -0.289
H -1.127712 -19.396169 -4.086386 0.366 0.294 -0.271
H 0.383189 -19.855593 -3.303309 0.291 0.486 0.126
H -1.071166 -21.709559 -3.184144 -0.047 0.000 -0.154
H -2.415730 -20.690677 -2.688285 -0.113 -0.253 0.212
H 0.089440 -21.439225 -1.091122 0.307 0.356 0.122
H -1.568196 -21.894676 -0.853353 0.082 -0.045 0.785
H -3.323936 -19.691988 -0.846003 0.096 -0.061 -0.096
H -2.999134 -20.518716 0.662953 -0.023 -0.167 -0.053
H -2.999633 -18.814297 0.620888 0.509 0.254 -0.017
H -0.625913 -21.049464 1.534401 -0.529 -0.087 -0.098
H 0.585011 -19.993427 0.966133 0.272 0.167 -0.180
H -0.699018 -19.328277 1.922671 -0.428 0.128 -0.366
H -2.502637 -17.081429 -1.677136 -0.406 0.064 -0.216
H -3.095010 -18.409199 -2.714115 0.283 -0.488 0.525
H -2.323218 -17.094906 -3.411884 0.446 0.208 0.024
H -1.711865 -17.298157 -0.092394 -0.442 0.194 0.201
```
Positions in Å, forces in eV/Å.

* molar mass: 959.551 g/mol
* HOMO energy: -12.324 eV
* charge: +2
* Kohn-Sham gap: 4.632 eV
* DFT total energy: -82237.631 eV

H2N2O3 in the gas phase at a distorted geometry. Source: the OMol25 dataset; level of theory: wB97M-V/def2-TZVPD.

The geometry in XYZ format:
```
7
Properties=species:S:1:pos:R:3:forces:R:3
N -0.432517 0.522513 -0.270182 -1.373 0.566 -0.918
N 0.758086 -0.273664 -0.259640 0.890 -1.008 2.663
O 0.703612 0.783555 -1.100900 0.032 0.105 -1.513
O -0.484355 1.506602 0.737974 1.423 -2.366 0.987
O 0.538149 -1.510831 -0.926451 -0.784 2.489 -1.755
H -0.769785 2.274940 0.282508 -0.633 1.190 -0.917
H 0.655661 -2.153089 -0.257803 0.445 -0.974 1.453
```
Positions in Å, forces in eV/Å.

* energy above the lowest of the compared OMol25 structures with the same formula, charge and spin: 53.48 kcal/mol
* molar mass: 78.027 g/mol
* HOMO energy: -10.830 eV
* Kohn-Sham gap: 11.868 eV
* DFT total energy: -9147.919 eV